Entry 1:
Computed, not measured: a cluster of 2 separate species, C2H6O4S in total, with ωB97M-V/def2-TZVPD.

The geometry in XYZ format:
```
13
Properties=species:S:1:pos:R:3:forces:R:3
S 0.49924 0.91136 -0.07055 -2.6026 -0.5707 1.1345
O -0.75218 0.76663 0.71586 3.2700 0.0268 0.1122
O -2.47154 0.95263 -0.19433 -2.6502 0.5173 -1.3890
O 0.79647 2.18040 -0.65301 0.4190 0.1176 -0.3209
O -3.24604 -0.04922 0.21877 -0.2254 -0.4642 -0.0174
C 1.51736 0.47848 1.22341 0.8743 -0.2079 -0.0124
C 0.45484 -0.36856 -1.33629 0.4073 0.5791 0.5490
H 1.34310 -0.27418 -1.94723 0.1485 -0.0221 -0.1137
H 0.40093 -1.33308 -0.85040 -0.0320 -0.1622 0.1079
H -3.69514 0.25488 1.02750 0.1854 0.1905 -0.0791
H 1.26977 -0.45299 1.69040 0.1324 -0.4376 0.0066
H -0.43976 -0.18428 -1.92151 -0.1401 0.1296 0.0522
H 1.78614 1.29754 1.86352 0.2135 0.3039 -0.0298
```
Forces are in eV/Å.

Output
Expectation value of S² = 2.0089
LUMO level (alpha / beta) = 0.74 / -1.44 eV
Largest force on an atom = 3.27 eV Å⁻¹
E = -21188.661 eV
Multiplicity = 3
Relative energy (zero: lowest compared OMol25 entry of this formula, charge and spin) = 0.000 eV

Entry 2:
Computed, not measured: a cluster of 2 separate species, C9H14S in total, with ωB97M-V/def2-TZVPD.

The geometry in XYZ format:
```
24
Properties=species:S:1:pos:R:3:forces:R:3
S 1.02090 4.31223 0.16400 -0.8558 0.0581 0.0812
C 1.68089 1.99667 1.38499 0.6909 0.2660 0.4975
C 0.40738 2.78591 1.01400 0.9950 -0.0181 -0.4955
C -1.19937 -1.24768 -0.89680 -0.2531 0.2624 1.0339
C -0.78045 -2.49368 -1.33181 0.6661 0.3375 -0.6012
C 0.37154 -3.08762 -0.80787 -0.4071 0.0068 -0.1040
C 1.04608 -2.47839 0.23023 0.0539 0.2520 0.4945
C -2.44321 -0.57662 -1.41381 0.0025 0.0373 -0.3757
C 0.52109 -1.32278 0.80944 0.2706 -0.1136 -0.5229
C -0.54402 -0.68756 0.21260 -0.7523 -0.5131 0.2090
H -0.21745 3.12544 1.83607 0.3480 0.0002 0.3137
H 2.51768 2.29044 0.75353 -0.2272 0.0969 -0.4061
H -1.00635 0.13613 0.74092 0.0831 0.2852 -0.2512
H -2.85063 0.14799 -0.71130 0.1233 -0.0068 0.1361
H -0.27112 2.21943 0.38442 0.1523 0.0818 -0.3755
H -1.26263 -2.93069 -2.19577 -0.1910 -0.2442 0.1015
H 1.14945 3.76866 -1.05179 0.0517 -0.0581 0.0095
H 2.06946 2.30351 2.36132 -0.3654 -0.1915 0.1655
H -3.22169 -1.30561 -1.60866 -0.1435 -0.1761 -0.0601
H -2.27489 -0.04056 -2.35013 0.1191 -0.0285 -0.0353
H 1.96902 -2.86717 0.63276 -0.0327 -0.3739 0.0347
H 0.68151 -4.05409 -1.18504 0.1704 0.1048 -0.0825
H 0.93811 -0.90656 1.71279 0.1858 -0.0867 0.0399
H 1.69871 0.91260 1.31594 -0.6849 0.0213 0.1929
```
Forces are in eV/Å.

Output
LUMO level = 0.87 eV
Largest force on an atom = 1.11 eV Å⁻¹
SMILES = Cc1ccccc1.CCS
E = -20394.790 eV
Relative energy (zero: lowest compared OMol25 entry of this formula, charge and spin) = 0.496 eV

Entry 3:
Computed, not measured: a cluster of 12 separate species, H24O12 in total, with ωB97M-V/def2-TZVPD.

The geometry in XYZ format:
```
36
Properties=species:S:1:pos:R:3:forces:R:3
O 3.36880 -4.00252 0.27722 2.9101 1.4213 1.9357
O 4.25634 1.83827 -1.53920 1.5670 0.0979 0.3525
O -1.93378 1.90963 0.77404 -0.7102 -1.4672 1.2380
O -2.95092 -1.63304 -0.46310 -2.7233 -0.7369 0.1768
O -1.67788 3.82846 -2.98670 -0.8012 2.0482 0.0143
O -0.49879 -1.53329 2.49999 0.2705 -0.5120 -0.9354
O 4.25988 1.78709 1.82571 -0.3917 -1.9797 -0.1876
O -3.22264 -0.76030 3.10142 1.2309 -0.6627 -0.0202
O -0.19869 2.85595 -0.86214 -0.8429 0.8547 -3.6301
O -0.33179 0.88499 -2.46441 -1.6353 1.9297 4.0783
O 0.62805 -0.61029 -0.27971 2.1529 -0.3646 -1.0337
O -1.75135 -4.60545 0.28474 0.6763 -0.1904 2.9173
H -2.19139 1.18178 1.40732 0.2756 1.1853 -1.0102
H -0.12025 -2.01690 1.73099 -0.4501 0.5253 0.6545
H -2.75690 2.30141 0.46258 -0.2027 -0.0774 0.2701
H -1.67954 4.51521 -2.26953 0.2656 -1.4397 -0.9273
H -3.77071 -0.05674 2.81872 -1.0604 1.0214 -0.3680
H 3.99899 2.63322 2.09380 -0.0460 2.4334 0.5176
H -2.22490 -1.14274 -0.79533 0.5335 0.8192 -0.8734
H 4.12051 -3.55873 -0.17788 -1.0044 -0.5833 0.4107
H -0.10863 -0.05157 -0.33682 -1.9295 1.2576 0.9121
H 2.77192 -4.26725 -0.35707 -1.9177 -0.8352 -2.3440
H 3.42146 1.33321 2.01022 0.4886 -0.4558 -0.3158
H 4.48866 0.92138 -1.72823 -0.3171 -0.0483 -0.0976
H -1.74281 -4.58180 -0.65099 0.8508 0.0040 -1.1804
H -2.46877 -0.76453 2.48075 -0.2131 -0.4993 0.4977
H 0.29831 2.88202 -0.10222 0.9215 -0.1623 2.9990
H 1.16874 -0.10803 -0.93997 0.0144 -0.8027 0.7595
H -0.87259 -4.71117 0.75155 -1.4832 0.1408 -1.6805
H -3.81756 -1.43362 -0.93511 2.1642 -0.0503 0.6861
H 5.13025 2.15585 -1.19431 -1.3010 -0.0782 -0.2698
H -0.12516 0.40981 -3.18130 1.2842 -2.6631 -4.6567
H 0.24673 -1.02805 2.82926 0.1194 0.1208 0.1182
H -0.71028 0.21276 -1.87656 0.0020 0.3862 -0.4685
H -1.09463 2.52511 -0.77363 0.7770 -0.0965 1.0243
H -1.53925 2.97331 -2.60923 0.5251 -0.5401 0.4369
```
Forces are in eV/Å.

Output
LUMO level = -0.30 eV
Largest force on an atom = 5.52 eV Å⁻¹
SMILES = O.O.O.O.O.O.O.O.O.O.O.O
E = -24957.245 eV
Relative energy (zero: lowest compared OMol25 entry of this formula, charge and spin) = 4.450 eV

Entry 4:
Computed, not measured: a structure of composition C37H48ClF9N4O5Si4TeZn, with ωB97M-V/def2-TZVPD.

The geometry in XYZ format:
```
110
Properties=species:S:1:pos:R:3:forces:R:3
Te -0.27610 2.22257 -0.84600 0.3616 -0.3456 -0.2660
Zn -0.16013 -1.28584 -1.12049 0.3666 1.0795 1.5255
Cl -5.43654 -5.55634 0.53015 -0.5706 -0.7113 0.2231
Si -1.62720 3.55564 0.64047 -0.6955 0.5842 -0.6389
Si -3.34458 4.01728 -0.95435 -0.2841 0.1909 0.8834
Si -2.71391 2.38571 2.32835 0.5732 -0.3992 0.6882
Si -0.32562 5.42663 1.27279 -0.7282 -0.0021 0.0681
F 3.54238 -4.03607 0.95897 0.9997 -0.7850 -0.8479
F 4.12130 -4.22045 -3.16586 -0.1890 -0.5245 -0.6696
F 2.44268 -5.63022 -3.45057 0.7308 0.0946 -0.1409
F 4.95763 -3.81066 -0.68720 0.6503 0.2734 0.2557
F 0.73731 -5.96091 -1.35040 1.2005 -0.2804 0.5131
F 4.35223 -6.33713 -2.69018 0.3095 -0.1979 -0.4099
F 4.78799 -5.73577 0.29338 -0.0501 0.1136 0.1846
F 1.62298 -5.73606 0.64630 0.2049 -0.4127 -1.1928
F 2.28289 -7.32946 -0.66384 0.2612 -0.3668 -0.2273
O -0.34214 -2.58033 0.86685 -0.1197 -0.3365 0.2497
O 3.13073 -2.40440 3.75236 -0.3959 -0.0293 -0.5249
O 2.53011 0.85154 0.35588 0.0133 -1.4516 0.8877
O -2.14618 -1.03522 -1.04124 -1.2394 -0.8369 0.1973
O 2.24124 -3.82898 -1.27333 0.3319 0.1949 -0.4367
N -0.41267 -2.92678 -2.19919 -2.9675 -1.5583 0.9822
N 1.26279 -0.91918 -2.55613 0.7110 1.6930 0.6457
N 1.13597 -0.94764 0.58608 0.0533 0.3873 -0.5141
N 1.20241 -2.32466 2.49536 1.3738 -1.2078 1.6329
C 0.38858 6.22977 -0.27277 -0.0728 1.2876 -0.2159
C 2.66314 0.51341 4.84886 0.0876 0.2435 0.8839
C 2.96526 -4.92374 -1.20540 -1.9165 0.4604 0.0412
C 1.11691 4.89404 2.33196 1.3706 0.4238 -0.5736
C 1.67628 -2.56509 -5.83844 -1.1492 -0.5408 0.9777
C 1.77850 -1.58160 -4.82402 0.2662 -0.0354 0.8849
C -4.32267 -1.91357 -0.53006 0.8043 0.0197 0.1990
C -3.05294 0.60894 1.77476 0.7235 -0.3428 -0.0814
C -1.36526 -3.79229 -1.82628 2.3191 0.7291 -0.5175
C -3.37716 -4.48094 -0.81640 -0.9175 -0.5991 0.9636
C 5.16923 -0.94787 1.33339 -0.6220 -0.7157 -1.1833
C -4.34773 3.17010 2.84827 -0.4616 0.5347 1.0756
C 2.14725 -0.13204 1.00620 -0.5390 0.4925 -0.2630
C 4.09500 -4.65511 -0.13491 -1.2459 -0.0217 -0.2179
C -2.57708 -3.42124 -1.20900 0.8593 1.0854 0.4030
C 2.11189 0.11392 -2.63051 -0.8392 -1.3539 0.1319
C 0.36186 -2.98579 -3.29591 1.3361 -0.7282 -2.1336
C 0.41076 -3.98663 -4.29706 -0.7787 1.0308 2.1600
C -1.55052 2.24451 3.87001 0.2090 -0.0221 -0.6804
C 1.93455 -6.03793 -0.66651 -0.7168 0.9499 0.7290
C 4.29396 -0.19457 2.28151 -0.9091 1.9079 1.4257
C 0.63806 -1.97474 1.30458 -0.1816 0.6082 -0.9979
C -4.44615 2.48988 -1.23290 0.3526 -0.2019 -0.6242
C -5.08993 -2.98660 -0.14976 0.5009 1.1780 -0.0053
C -2.65580 4.59630 -2.59445 -0.7079 0.7646 -0.1991
C 2.45705 -1.84069 2.91239 -0.7379 0.7656 0.1611
C 1.13415 -1.78507 -3.54417 0.3983 -1.2178 -2.1931
C -4.58789 -4.25979 -0.20478 1.0646 -0.6835 -0.7439
C 2.81122 0.37226 -3.81699 -0.5174 0.3195 0.0339
C 3.49628 -5.29689 -2.68096 -0.4466 0.3906 2.4622
C -1.26787 6.73689 2.31891 0.1792 0.0031 -0.4054
C -2.94594 -2.03730 -0.90597 0.4290 -0.5075 -0.8739
C 2.76366 -0.41323 2.40338 0.7593 -0.7081 -1.1587
C 2.58333 -0.41323 -4.91632 -0.0796 -0.1344 0.4244
C 0.96554 -3.72990 -5.52342 1.2272 0.8792 -1.5791
C 2.14817 0.59319 3.40713 -1.5361 0.1539 -0.3223
C -4.65262 5.31538 -0.46044 -0.8705 -0.5786 -0.3041
H 3.06564 -0.12097 -5.83167 0.0795 -0.2426 -0.4471
H -3.53083 4.95860 -3.19837 0.6501 -0.3816 0.2911
H 0.82922 5.46100 -0.90292 0.2057 -0.0697 -0.0256
H 1.13984 7.02938 -0.03021 -0.3763 -0.7942 -0.0876
H 0.85269 4.49726 3.29997 -0.1475 -0.1944 0.3188
H -1.84424 6.22102 3.10439 0.1021 0.3244 -0.2283
H -4.10089 0.48172 1.44946 0.5012 -0.0760 0.0346
H 1.01335 0.42609 3.37752 1.4916 0.0953 0.2028
H 3.40081 1.26906 5.18051 -0.3497 0.0067 -0.6765
H -6.04715 -2.83383 0.27876 -0.8399 0.2380 0.2403
H 1.79011 5.77310 2.48021 -0.4892 -0.3574 0.0965
H -2.33982 0.37622 0.94369 -0.7681 0.1220 0.3410
H 3.40254 1.27843 -3.87482 0.1427 -0.1799 -0.0227
H -1.96988 5.47111 -2.47059 -0.2045 -0.9876 -0.2256
H -5.15393 2.92600 2.13784 0.2210 0.0619 0.2436
H 2.25854 1.60306 2.97471 0.1671 -0.3733 0.1359
H 0.82757 -4.49121 -6.27935 0.2732 -0.0934 -0.1423
H -0.51936 7.39881 2.78551 -0.2774 -0.1245 -0.0028
H 6.18462 -0.71416 1.61623 0.4858 -0.0363 -0.1629
H -4.65025 2.82295 3.88795 0.2421 0.2835 -1.1760
H -5.50253 5.35945 -1.19303 0.6537 -0.0507 0.4934
H -1.51979 3.11916 4.53995 -0.1632 -0.3146 -0.1790
H -2.80009 -0.13879 2.56397 -0.4052 0.5269 -0.3504
H 4.37910 0.90898 2.07689 0.0536 -0.9409 0.1203
H 2.11717 -2.38846 -6.80493 0.0522 -0.0815 -0.1712
H 5.02986 -2.04498 1.39103 0.0657 0.5653 -0.0246
H 4.99220 -0.62353 0.27569 0.1621 -0.3514 0.8353
H -4.79869 2.54213 -2.30248 -0.1733 -0.0497 1.1029
H -0.36877 6.75662 -0.89707 0.2038 -0.4482 0.4342
H -5.24892 2.46247 -0.47746 -0.0294 0.1449 -0.5497
H -3.01473 -5.49875 -0.87453 0.1326 -0.0154 -0.1995
H -2.22165 3.69777 -3.03800 0.3879 0.4823 -0.2689
H -4.25014 6.29668 -0.35302 0.4406 0.9382 -0.0980
H -0.51895 2.09526 3.48056 -0.5392 0.0442 0.2408
H -5.07479 5.08151 0.51932 -0.1112 -0.1825 0.0171
H -1.83703 1.32808 4.40444 0.1012 0.3016 0.1723
H -1.93261 7.36457 1.69039 0.1931 -0.4102 0.4033
H -3.90727 1.54064 -1.14521 0.1716 0.1204 -0.0334
H -4.66266 -0.91959 -0.39775 -0.4976 0.8055 0.0673
H -1.20019 -4.87772 -1.91543 -0.0927 0.3973 -0.6016
H 4.62811 -0.33266 3.31168 0.3948 -0.0649 -0.0196
H 3.16230 -0.42445 5.07202 -0.1280 -0.3402 -0.1646
H 1.76152 4.17131 1.79500 -0.4906 0.0325 0.2263
H 2.21055 0.65893 -1.70137 0.0577 0.3992 -0.0738
H 1.83904 0.59580 5.57504 0.1190 -0.0046 -0.3128
H 0.02292 -4.97627 -4.08959 -0.3422 0.1661 -0.0316
H 0.93459 -3.24707 2.87700 0.2052 0.8271 -0.4540
H -4.26377 4.28324 2.89601 -0.0740 -0.7198 -0.0394
```
Forces are in eV/Å.

Output
Net charge = -2
LUMO level = 3.42 eV
Largest force on an atom = 3.49 eV Å⁻¹
E = -179556.527 eV
Relative energy (zero: lowest compared OMol25 entry of this formula, charge and spin) = 0.000 eV